1.
C45H44N11O4STi | wB97M-V/def2-TZVPD

Geometry as XYZ:
```
106
Properties=species:S:1:pos:R:3:forces:R:3
Ti -0.69852 -0.09541 0.16857 -1.6 0.2 0.7
C -3.68193 -3.22674 3.85707 0.0 0.0 0.1
C -4.23738 -2.27192 3.02032 0.0 0.0 0.1
C -3.55357 -1.83308 1.89524 0.1 0.0 -0.1
C -2.30645 -2.36623 1.56259 -0.4 -0.2 0.0
C -1.77071 -3.35304 2.40197 0.1 0.2 -0.1
C -2.44071 -3.76426 3.53928 0.0 0.0 0.0
N -1.61880 -1.89420 0.42523 0.4 0.0 0.2
C -1.08870 -2.80064 -0.46525 0.0 -0.2 -0.8
C -1.24974 -4.19877 -0.45493 0.0 0.1 0.1
C -0.73866 -4.97763 -1.47254 0.1 0.0 -0.1
C -0.05880 -4.41296 -2.55218 0.0 -0.2 0.0
C 0.08115 -3.04642 -2.62005 0.0 0.4 0.1
C -0.43320 -2.23922 -1.59832 -0.3 -1.2 0.0
N -0.43173 -0.86502 -1.61761 0.4 0.8 -0.9
N -0.02291 -0.23952 -2.69706 -0.1 -0.6 -0.2
C 0.00972 1.08999 -2.49852 -0.1 0.5 0.2
C 0.30252 1.93568 -3.58897 0.0 -0.2 0.1
C 0.33048 3.28959 -3.39754 0.0 0.0 0.1
C 0.07958 3.79008 -2.11286 0.1 0.0 -0.1
C -0.18600 2.90945 -1.09182 -0.1 0.3 0.1
N -0.24328 1.57676 -1.24781 0.3 -0.3 -0.5
H -4.20983 -3.55289 4.74373 0.0 0.0 0.0
H -5.22019 -1.87233 3.23932 0.0 0.1 0.0
H -4.00406 -1.08782 1.25410 0.0 0.0 0.0
H -0.79331 -3.76066 2.17739 0.0 0.0 0.0
H -1.98584 -4.50794 4.18178 0.0 0.0 0.0
H -1.79453 -4.67572 0.34512 0.0 0.0 0.0
H -0.86971 -6.05136 -1.42773 0.0 0.0 0.0
H 0.35258 -5.04720 -3.32545 0.0 0.0 0.0
H 0.58148 -2.55992 -3.44561 0.0 0.0 0.0
H 0.48164 1.46827 -4.54638 0.0 0.0 0.0
H 0.54440 3.96021 -4.21908 0.0 0.0 0.0
H 0.11786 4.85134 -1.91539 0.0 0.0 0.1
H -0.35364 3.29121 -0.09440 0.0 -0.1 0.0
C -6.19894 -2.76854 -4.04770 0.1 0.1 0.1
C -4.85558 -2.48040 -3.37514 0.0 -0.1 0.0
C -4.47602 -3.69624 -2.51500 -0.1 0.0 -0.1
C -3.79137 -2.26500 -4.46137 -0.1 0.0 0.0
C -4.91022 -1.25422 -2.46841 0.1 0.1 0.0
C -6.08400 -0.52687 -2.23362 -0.1 0.0 0.0
C -6.12589 0.53630 -1.34836 0.0 0.1 0.0
C -4.96608 0.88094 -0.67380 0.3 0.0 0.0
S -4.70288 2.09904 0.54313 0.2 -0.1 0.0
C -3.04065 1.59774 0.66644 -0.6 0.1 -0.3
N -2.70316 0.62827 -0.14261 -0.4 0.4 0.4
C -3.77010 0.18972 -0.91074 -0.4 -0.1 -0.2
C -3.75087 -0.86726 -1.81280 0.1 0.1 0.1
C -2.05960 2.16927 1.56753 0.3 -0.1 0.1
C -2.34252 3.24019 2.41905 0.0 -0.1 -0.1
C -1.33288 3.74857 3.21235 0.0 0.0 0.0
C -0.05710 3.19482 3.13168 0.0 0.0 0.0
C 0.20478 2.13666 2.27395 0.2 -0.2 -0.1
C -0.79046 1.56330 1.48056 -0.3 1.2 0.1
H -6.10270 -3.64570 -4.68840 0.0 0.0 0.0
H -6.52256 -1.93186 -4.66975 0.0 0.0 0.0
H -6.97139 -2.98421 -3.30740 0.0 0.0 0.0
H -4.42124 -4.59386 -3.13473 0.0 0.0 0.0
H -5.22818 -3.86340 -1.74096 0.0 0.0 0.0
H -3.50901 -3.56429 -2.03025 0.0 0.0 0.0
H -3.75259 -3.13111 -5.12444 0.0 0.0 0.0
H -2.79916 -2.12723 -4.02983 0.0 0.0 0.0
H -4.02779 -1.38367 -5.06091 0.0 0.0 0.0
H -6.99873 -0.79110 -2.74529 0.0 0.0 0.0
H -7.04490 1.08202 -1.18090 0.0 0.0 0.0
H -2.81650 -1.38581 -1.96201 0.0 -0.1 -0.1
H -3.33414 3.67856 2.44291 0.0 0.0 0.0
H -1.52782 4.57552 3.88217 0.0 0.0 0.0
H 0.73418 3.60335 3.74866 0.0 0.0 0.0
H 1.21302 1.73748 2.22053 0.0 0.0 0.0
O 2.89483 -3.14232 3.92137 0.2 -0.2 -0.2
C 2.00586 -2.66009 4.76805 -0.3 0.1 0.2
O 2.08564 -2.84027 5.95829 0.0 0.0 -0.1
C 0.86953 -1.87348 4.20418 0.1 0.1 -0.3
C -0.18140 -1.41304 4.96379 0.1 -0.1 0.1
N -0.99775 -0.73630 4.13950 -0.1 0.0 0.0
N -0.55912 -0.71625 2.89039 0.5 -0.1 -0.3
C 0.57945 -1.39532 2.89753 -0.1 0.2 0.2
C 1.30429 -1.54207 1.59908 0.3 -0.7 0.8
O 2.18114 -2.38769 1.46748 0.0 0.3 0.0
O 0.93042 -0.73462 0.67194 1.4 -0.4 0.5
H 2.67680 -2.94619 2.97294 -0.1 0.0 0.1
H -0.37182 -1.53387 6.01627 0.0 0.0 0.0
H -1.88686 -0.31865 4.35869 0.0 0.0 0.0
C 3.84393 0.77772 1.01980 0.0 0.0 -0.1
N 2.95511 1.05826 -0.11374 0.1 0.2 0.0
C 3.33896 0.16508 -1.21425 0.0 0.0 0.1
N 4.73826 0.35341 -1.60829 0.0 -0.1 -0.1
C 5.57872 0.09293 -0.43735 0.0 0.0 0.0
N 5.25392 0.98146 0.68259 0.1 0.0 0.1
C 5.42718 2.36352 0.23811 0.0 0.0 -0.1
N 4.58806 2.67865 -0.92005 0.0 0.2 0.0
C 3.19276 2.43701 -0.54405 0.0 0.0 0.0
C 4.92388 1.74918 -2.00320 0.0 0.0 0.1
H 3.71146 -0.26047 1.32715 0.0 0.0 0.0
H 3.58232 1.43569 1.85443 0.0 0.0 0.0
H 2.69596 0.36555 -2.07490 0.0 0.0 0.0
H 3.19243 -0.86934 -0.89640 0.0 0.0 0.0
H 6.62660 0.23568 -0.71109 0.0 0.0 0.0
H 5.42920 -0.94110 -0.12027 0.0 0.0 0.0
H 6.47551 2.52501 -0.02331 0.0 0.0 0.0
H 5.15887 3.03784 1.05527 0.0 0.0 0.0
H 2.56217 2.65255 -1.40944 0.0 0.0 0.0
H 2.92264 3.11519 0.27137 0.0 0.0 0.0
H 5.96589 1.90371 -2.29330 0.0 0.0 0.0
H 4.28210 1.96666 -2.86086 0.0 0.0 0.0
```
Forces are in eV/Å.

Expectation value of S²: 0.768
DFT total energy, eV: -105914.714
Energy above the lowest of the compared OMol25 structures with the same formula, charge and spin, eV: 0.401
Spin multiplicity: 2

2.
C23H49N2O6 | wB97M-V/def2-TZVPD

Geometry as XYZ:
```
80
Properties=species:S:1:pos:R:3:forces:R:3
C 0.16311 5.41442 0.26994 -0.4 0.7 -0.6
C -0.20503 5.17392 -1.30889 -3.4 2.0 -2.2
N -1.22000 5.96988 -1.85017 4.1 -3.4 2.1
C 0.47451 4.08014 -2.32184 0.6 0.3 0.5
C -0.19697 2.55293 -2.20053 -0.8 0.3 -0.6
C -1.84719 2.71147 -2.21590 0.0 -0.6 -0.9
C -2.64286 1.25636 -2.22120 -0.1 -0.2 0.5
C -3.42122 1.12518 -0.77411 0.4 0.1 -0.3
C -3.69363 -0.41454 -0.28110 -0.3 0.5 1.2
C -2.34897 -1.14621 0.38834 -0.9 -0.8 -0.6
C -2.68998 -2.78284 0.43646 -1.6 1.1 0.8
O -1.86593 -3.57015 -0.49764 3.0 0.7 2.8
C -0.46517 -3.66964 -0.05927 4.2 -0.8 -5.0
C 0.10245 -3.43696 1.46117 -0.4 0.2 -0.4
O 0.45197 -3.93956 -1.02638 -6.1 1.5 6.0
C 0.25644 1.75833 -0.84154 0.1 0.5 0.3
C 1.75161 1.09440 -0.87904 1.0 0.9 2.7
C 2.74789 2.15130 -0.04931 -0.2 -0.9 1.1
C 1.72894 -0.28066 0.02516 -0.1 0.2 0.9
N 2.36502 0.94476 -2.25061 -1.2 2.5 -0.4
O 3.16747 1.96964 -2.58665 -1.6 -2.4 0.4
C 1.35414 0.61739 -3.32545 0.1 -1.0 -2.9
C 0.58800 -0.82131 -3.15058 -0.3 -0.4 -0.7
C 2.23057 0.49269 -4.74499 -1.0 -0.3 -0.4
C 0.23451 1.78493 -3.60059 1.0 0.2 0.2
H -0.12425 4.51912 0.98493 0.9 1.6 -1.7
H -0.49522 6.33631 0.64659 1.5 -2.0 -1.0
H 1.30865 5.70152 0.33155 -2.4 -0.8 0.1
H -1.38179 5.69644 -2.85144 0.5 0.1 1.1
H 0.33064 4.48149 -3.43688 0.0 -0.9 2.5
H 1.65686 4.05608 -2.16771 -2.5 -0.2 -0.2
H -2.09757 3.25376 -3.24580 0.4 -0.9 2.4
H -2.27371 3.30538 -1.29521 1.1 -0.9 -2.0
H -1.92723 0.33094 -2.30187 -1.1 1.9 0.0
H -3.38547 1.17742 -3.15001 1.5 0.2 2.2
H -4.41102 1.78486 -0.84785 2.1 -1.6 0.4
H -2.68956 1.60766 0.03565 -1.7 -0.9 -1.6
H -4.21032 -1.09723 -1.08271 1.3 1.4 1.3
H -4.46828 -0.33963 0.62394 1.5 -0.2 -1.9
H -2.16402 -0.71239 1.48378 -0.2 -1.0 -2.5
H -1.40231 -1.05301 -0.30282 -1.8 0.1 1.4
H -3.81877 -2.91419 0.07134 2.6 0.1 0.7
H -2.67309 -3.16560 1.54728 0.3 0.5 -2.2
H -0.12720 -4.39423 2.09402 0.2 1.9 -1.1
H -0.32087 -2.43935 1.94773 0.7 -2.3 -1.1
H 1.26591 -3.33450 1.38644 -2.4 -0.3 -0.2
H 0.26671 2.56647 0.03369 0.0 -1.8 -1.8
H -0.48596 0.91738 -0.48637 1.2 1.7 -1.1
H 3.88390 1.80568 -0.08214 -2.5 0.9 -0.2
H 2.42402 2.04607 1.09114 0.6 0.3 -2.4
H 2.59818 3.26690 -0.36772 0.5 -2.3 0.5
H 1.24452 0.02330 1.07301 1.0 -0.6 -2.3
H 1.05840 -1.13928 -0.40079 1.5 1.6 0.6
H 2.81447 -0.68109 0.29979 -2.3 0.9 -0.9
H 1.31823 -1.76149 -3.22039 -1.5 2.2 0.5
H -0.12987 -0.93107 -4.09829 1.6 0.4 2.1
H -0.12323 -0.88935 -2.21451 1.7 0.1 -1.8
H 1.48602 -0.03521 -5.51401 1.8 1.0 1.6
H 3.20546 -0.15562 -4.61242 -2.1 1.4 -0.2
H 2.47498 1.54263 -5.21790 -0.3 -2.1 1.3
H -0.65973 1.30377 -4.18150 1.6 0.9 1.4
H 0.74074 2.55116 -4.36287 -1.2 -1.5 1.9
C -0.07774 -1.74747 4.72272 0.1 0.0 0.4
O -0.50890 -0.68662 3.89026 -0.3 0.6 -0.2
H 0.27936 -2.56817 4.09622 0.0 0.2 0.1
H 0.73628 -1.40085 5.36405 0.0 -0.3 0.0
H -0.91420 -2.09566 5.33356 0.1 -0.2 0.1
H -0.81972 0.02630 4.47366 0.2 -0.4 -0.4
C -1.42496 -7.05033 2.34003 0.0 -0.3 0.0
O -0.26505 -6.54415 2.97460 0.5 -0.2 0.3
H -2.07786 -6.21552 2.07477 0.2 -0.1 0.1
H -1.13956 -7.58912 1.43320 -0.3 0.0 -0.1
H -1.95273 -7.71980 3.02363 -0.2 0.0 -0.2
H 0.29458 -7.30713 3.19797 -0.2 0.5 -0.1
C 3.64670 0.08373 5.60834 0.2 0.0 -0.1
O 3.25818 -1.16265 5.06073 0.2 -0.4 -0.3
H 2.81692 0.48978 6.19156 0.1 -0.1 -0.1
H 4.51236 -0.05755 6.26007 0.0 0.3 0.1
H 3.89460 0.77643 4.80041 0.0 0.2 0.2
H 4.01387 -1.49817 4.54928 -0.5 0.1 0.3
```
Forces are in eV/Å.

Expectation value of S²: 0.755
DFT total energy, eV: -39897.660
Energy above the lowest of the compared OMol25 structures with the same formula, charge and spin, eV: 9.627
Spin multiplicity: 2